No. 1
The following is a quantum chemistry calculation of a structure of composition C7H7MnO5S at a distorted geometry, from OMol25.

The geometry in ORCA input format:
```
! wB97M-V def2-TZVPD RIJCOSX def2/J DEFGRID3
* xyz 3 4
O -2.46674 -5.48659 -0.47048
C -2.45131 -4.48373 -1.02331
Mn 0.31383 -0.36794 -1.74779
O 2.22253 -1.42073 0.32517
C 1.43988 -1.10585 -0.50124
C 1.20318 1.10239 -1.19386
O 1.75138 2.06643 -0.82886
C 0.50597 2.45781 -3.84836
O -0.60071 2.72833 -3.77862
C 1.27773 -1.25079 -3.01828
O 1.86568 -1.74667 -3.89654
H 0.28426 -1.39081 -0.63845
C -1.92542 0.68359 2.38915
S -0.73323 1.15451 1.11813
C 0.73689 1.29933 2.15718
H -2.46373 -0.19011 2.00076
H -2.62186 1.51824 2.55636
H -1.40908 0.42430 3.31983
H 0.43698 1.22407 3.20697
H 1.44248 0.49730 1.89206
H 1.19130 2.28692 1.98018
*
```

LUMO level (alpha / beta) = -16.367 / -16.417 eV
DFT total energy = -59723.52811 eV
Expectation value of S² = 3.84
HOMO level (alpha / beta) = -20.85 / -20.85 eV
Frontier orbital gap (alpha / beta) = 4.48 / 4.43 eV

No. 2
The following is a quantum chemistry calculation of a cluster of 3 separate species, C4H13NO2 in total at a distorted geometry, from OMol25.

The geometry in ORCA input format:
```
! wB97M-V def2-TZVPD RIJCOSX def2/J DEFGRID3
* xyz 1 2
C 0.22527 -2.21008 1.41309
C -0.25242 -0.91403 0.73425
C 0.95880 -0.12806 0.07427
C -0.42084 0.89917 -1.78134
N 0.31387 1.06513 -0.72055
H -0.74857 -2.82216 1.70719
H 0.64904 -2.94019 0.73990
H 0.90116 -2.04500 2.31736
H -0.67148 -0.18526 1.42707
H -0.98198 -1.28770 0.03080
H 1.41801 -0.98326 -0.51890
H 1.49078 0.17201 0.93635
H -0.43214 0.11688 -2.42662
H -0.65874 1.85738 -2.42260
H 3.04268 1.90936 -0.57762
H 2.78075 3.49123 -0.31832
O 3.17887 2.80468 -0.80038
H -3.68923 0.05736 -0.65176
H -3.79264 0.44138 0.84203
O -3.31121 0.70117 -0.00423
*
```

LUMO level (alpha / beta) = -5.427 / -8.822 eV
DFT total energy = -9932.05969 eV
Expectation value of S² = 0.77
Relative energy (zero: lowest compared OMol25 entry of this formula, charge and spin) = 395.2 kJ/mol
HOMO level (alpha / beta) = -14.83 / -14.78 eV
Frontier orbital gap (alpha / beta) = 9.40 / 5.96 eV

No. 3
The following is a quantum chemistry calculation of the molecule C6H10BrNO4 at a distorted geometry, from OMol25.

The geometry in ORCA input format:
```
! wB97M-V def2-TZVPD RIJCOSX def2/J DEFGRID3
* xyz 0 1
C -1.72231 -0.03151 -1.91517
C -0.69587 0.30795 -0.79243
O -1.09930 1.60111 -0.22933
C -0.18630 2.60556 -0.17575
O 1.18786 1.94768 0.27124
N 1.36744 0.68521 1.07726
O 0.82345 0.77034 2.15621
C 1.85321 -0.56139 0.72884
Br 3.04023 -0.33644 -0.74063
C 0.61254 -1.34776 0.45631
C 0.21760 -2.19964 1.63323
O -0.61230 -0.67827 0.20801
H -2.38663 0.81466 -1.68112
H -2.17773 -0.98101 -1.76105
H -1.26995 0.06113 -2.88140
H 0.28149 0.35941 -1.35658
H -0.58154 3.30911 0.48349
H 0.38619 3.02104 -1.16153
H 0.80237 -2.06542 -0.37520
H 1.00197 -2.80563 2.05014
H -0.65257 -2.81995 1.56890
H -0.18987 -1.65617 2.43657
*
```

LUMO level (alpha / beta) = -0.782 / -1.041 eV
DFT total energy = -86098.51698 eV
Relative energy (zero: lowest compared OMol25 entry of this formula, charge and spin) = 577.8 kJ/mol
SMILES = C[C@H]1OCO/[N+]([O-])=C(\Br)[C@@H](C)O1
HOMO level (alpha / beta) = -8.72 / -8.65 eV
Frontier orbital gap (alpha / beta) = 7.94 / 7.60 eV

No. 4
The following is a quantum chemistry calculation of a cluster of 2 separate species, C4H10O in total, from OMol25.

The geometry in ORCA input format:
```
! wB97M-V def2-TZVPD RIJCOSX def2/J DEFGRID3
* xyz 0 1
C 1.21269 -3.48048 1.03504
C 0.09125 -2.78702 1.14929
H 1.25247 -4.54924 1.20860
H 2.13087 -3.01753 0.69455
H -0.84781 -3.23990 1.44053
H 0.08515 -1.71612 0.97929
C -0.22674 2.52751 -1.72175
C -0.22086 2.24546 -0.23230
O -0.72204 0.91336 0.05376
H 0.15558 1.65405 -2.26032
H -1.25586 2.68879 -2.04405
H 0.44019 3.34040 -2.00130
H -0.83988 2.94452 0.33027
H 0.78621 2.26261 0.18808
H -1.11265 0.59187 -0.77398
*
```

LUMO level = 1.037 eV
DFT total energy = -6356.29973 eV
Relative energy (zero: lowest compared OMol25 entry of this formula, charge and spin) = 145.0 kJ/mol
SMILES = C=C.CCO
HOMO level = -9.98 eV
Frontier orbital gap = 11.02 eV

No. 5
The following is a quantum chemistry calculation of a structure of composition C16H18BrN4O3Y at a distorted geometry, from OMol25.

The geometry in ORCA input format:
```
! wB97M-V def2-TZVPD RIJCOSX def2/J DEFGRID3
* xyz 2 1
Y -0.94428 -0.22451 -0.53584
Br 5.32398 -4.43621 -0.70666
C 4.12611 -3.00192 -0.73114
C 2.76156 -3.24472 -0.69183
C 1.88083 -2.17153 -0.71507
C 2.37132 -0.87507 -0.77390
C 3.74038 -0.63226 -0.81281
C 4.61808 -1.69985 -0.79191
N 1.39561 0.19241 -0.80711
C 1.69750 1.42334 -0.93913
C 0.65304 2.48908 -0.99611
C 1.04529 3.81028 -1.03942
C 0.06577 4.79946 -1.11136
C -1.26556 4.43272 -1.13814
C -1.57850 3.08068 -1.09151
N -0.65187 2.12318 -1.02052
H 2.38912 -4.25865 -0.65801
H 0.82037 -2.41100 -0.71858
H 4.15324 0.36562 -0.85621
H 5.68486 -1.52923 -0.82417
H 2.72400 1.77083 -1.02786
H 2.09439 4.07391 -1.03007
H 0.34997 5.84272 -1.15403
H -2.05385 5.16889 -1.20534
H -2.61187 2.75768 -1.12561
N -3.42931 -0.25402 -0.78919
C -3.73266 -1.71473 -0.66485
C -2.65348 -2.58741 -1.30143
O -2.81210 -3.73729 -1.54472
O -1.48850 -1.91110 -1.49306
H -4.03900 0.25243 -0.15262
H -3.73065 0.04026 -1.71651
H -4.69019 -1.97703 -1.11133
H -3.79007 -1.97365 0.39339
C -0.31636 -1.33710 3.62674
C -1.07939 -0.26951 2.91905
N -1.68093 0.67557 3.60481
O -1.14373 -0.28964 1.65338
H -0.32888 -1.22966 4.70792
H 0.71401 -1.31274 3.27038
H -0.74355 -2.30118 3.34995
H -1.63988 0.68108 4.61237
H -2.20481 1.39984 3.13804
*
```

LUMO level = -7.287 eV
DFT total energy = -100063.43575 eV
Relative energy (zero: lowest compared OMol25 entry of this formula, charge and spin) = 5.8 kJ/mol
HOMO level = -13.96 eV
Frontier orbital gap = 6.67 eV

No. 6
The following is a quantum chemistry calculation of a structure of composition C33H31BaN2O4P2S4 at a distorted geometry, from OMol25.

The geometry in ORCA input format:
```
! wB97M-V def2-TZVPD RIJCOSX def2/J DEFGRID3
* xyz -1 1
Ba -5.07560 -1.47148 -1.38860
C -3.68451 2.59694 0.29267
C -4.01673 1.41536 1.14135
N -4.49821 0.22426 0.63906
C -4.94297 -0.43678 1.77821
C -4.71277 0.33608 2.89890
N -4.06377 1.46669 2.48191
C -4.86788 0.21922 4.36289
O -5.42025 -0.91575 4.95085
O -4.48728 1.08512 5.11231
C -5.68127 -1.73160 1.68431
O -6.58202 -1.94058 2.51413
O -5.36532 -2.54976 0.75763
H -3.48933 2.21544 -0.75087
H -2.78793 3.00876 0.74267
H -4.54291 3.33444 0.30932
H -3.74553 2.09594 3.26189
H -5.75791 -1.45349 4.14871
S -5.72377 0.91188 -3.57928
S -4.48195 0.11937 -4.86933
S -3.99744 -1.81685 -4.43638
S -1.63757 -2.15345 -3.28436
C 1.33247 -0.85145 -0.48878
C 0.87181 -0.38951 0.89992
P 1.91768 0.91793 1.76939
C 1.25963 0.55918 3.49245
C 2.26088 0.57475 4.48742
C 1.87912 0.10707 5.76344
C 0.53427 -0.05100 6.11639
C -0.45974 0.11116 5.20201
C -0.09529 0.40528 3.89965
C 3.55214 0.03547 1.70719
C 4.60895 0.57712 0.96979
C 5.85061 -0.10030 0.87641
C 6.08054 -1.21281 1.71673
C 5.03526 -1.77158 2.40833
C 3.76348 -1.14368 2.42680
C 0.25679 -1.53232 -1.29014
P -0.17390 -0.95689 -2.97565
C -0.28172 0.82157 -3.18994
C 0.90392 1.50760 -3.05438
C 0.92227 2.88060 -3.02922
C -0.23994 3.58627 -3.38196
C -1.44815 2.86111 -3.70208
C -1.47062 1.49218 -3.45681
C 1.19117 -1.41482 -4.11343
C 1.50524 -0.60353 -5.22164
C 2.73262 -0.72235 -5.88849
C 3.71757 -1.52617 -5.30339
C 3.45330 -2.21914 -4.12593
C 2.15651 -2.27079 -3.63085
H 2.23074 -1.48855 -0.32712
H 1.67701 0.09477 -1.01961
H 0.84163 -1.26080 1.51008
H -0.13331 -0.01276 0.85279
H 3.31769 0.75371 4.28093
H 2.65613 0.03326 6.50628
H 0.34353 -0.28470 7.19908
H -1.48254 -0.10580 5.47986
H -0.86677 0.33847 3.09507
H 4.53113 1.53848 0.47236
H 6.63738 0.33065 0.29610
H 7.12090 -1.65807 1.64261
H 5.16140 -2.71265 2.91081
H 2.91469 -1.63156 2.97934
H -0.77761 -1.35579 -0.87420
H 0.32690 -2.66607 -1.33873
H 1.84909 0.93019 -2.92768
H 1.83527 3.36071 -2.79921
H -0.14289 4.72053 -3.36640
H -2.31826 3.33797 -4.20737
H -2.42581 0.94917 -3.46100
H 0.77704 0.15123 -5.50080
H 2.95892 -0.10249 -6.76277
H 4.68421 -1.70633 -5.83476
H 4.29457 -2.76205 -3.59488
H 1.93501 -3.02220 -2.86198
*
```

LUMO level = 1.930 eV
DFT total energy = -108510.04303 eV
Relative energy (zero: lowest compared OMol25 entry of this formula, charge and spin) = 234.2 kJ/mol
HOMO level = -1.95 eV
Frontier orbital gap = 3.87 eV

What did the third record say?
The following is a quantum chemistry calculation of the molecule C6H10BrNO4 at a distorted geometry, from OMol25.

The geometry in ORCA input format:
```
! wB97M-V def2-TZVPD RIJCOSX def2/J DEFGRID3
* xyz 0 1
C -1.72231 -0.03151 -1.91517
C -0.69587 0.30795 -0.79243
O -1.09930 1.60111 -0.22933
C -0.18630 2.60556 -0.17575
O 1.18786 1.94768 0.27124
N 1.36744 0.68521 1.07726
O 0.82345 0.77034 2.15621
C 1.85321 -0.56139 0.72884
Br 3.04023 -0.33644 -0.74063
C 0.61254 -1.34776 0.45631
C 0.21760 -2.19964 1.63323
O -0.61230 -0.67827 0.20801
H -2.38663 0.81466 -1.68112
H -2.17773 -0.98101 -1.76105
H -1.26995 0.06113 -2.88140
H 0.28149 0.35941 -1.35658
H -0.58154 3.30911 0.48349
H 0.38619 3.02104 -1.16153
H 0.80237 -2.06542 -0.37520
H 1.00197 -2.80563 2.05014
H -0.65257 -2.81995 1.56890
H -0.18987 -1.65617 2.43657
*
```

LUMO level (alpha / beta) = -0.782 / -1.041 eV
DFT total energy = -86098.51698 eV
Relative energy (zero: lowest compared OMol25 entry of this formula, charge and spin) = 577.8 kJ/mol
SMILES = C[C@H]1OCO/[N+]([O-])=C(\Br)[C@@H](C)O1
HOMO level (alpha / beta) = -8.72 / -8.65 eV
Frontier orbital gap (alpha / beta) = 7.94 / 7.60 eV